1.
The following is a quantum chemistry calculation of C29H29CsN10O6SSe3Te as an isolated structure, from the Open Molecules 2025 dataset.

ORCA input file:
```
! RIJCOSX wB97M-V def2-TZVPD def2/J DEFGRID3
* xyz -2 1
Cs 0.6855 0.9705 -0.6633
N 1.8858 1.1457 4.2538
C 0.9662 1.2807 3.2850
N 1.5543 1.4869 2.1365
C 2.8759 1.4647 2.4591
N 3.1234 1.2595 3.7392
C 3.9505 1.6586 1.4792
C 5.2911 1.6448 1.8646
N 6.2700 1.8365 0.9918
C 5.9033 2.0431 -0.2702
C 4.5726 2.0468 -0.6580
N 3.5951 1.8459 0.2152
H 1.7547 0.9648 5.2312
H -0.0969 1.2304 3.4651
H 5.5618 1.4767 2.8992
H 6.6911 2.2092 -0.9951
H 4.2808 2.2223 -1.6871
Se 0.6106 3.4162 -2.8260
Se -0.3648 4.7608 -4.6352
Te -2.5965 5.7816 -3.9551
Se 0.1882 4.4211 -0.7495
C -2.9156 6.0101 1.2235
C -3.3250 5.2116 0.0011
S -5.0773 4.9724 -0.0763
O -5.7289 6.2593 -0.1812
O -5.5000 4.0886 0.9922
C -5.2982 4.1155 -1.6425
C -5.6134 2.6329 -1.5155
N -4.5988 1.8470 -0.8091
C -3.2710 1.8586 -1.1009
N -2.5495 1.3006 -0.1408
C -3.4232 0.8956 0.8066
C -4.6948 1.2374 0.4368
N -5.8786 0.9427 1.1414
O -6.9592 1.0555 0.5815
O -5.7543 0.5037 2.2747
C -2.7117 2.3845 -2.3673
H -1.8315 6.1211 1.1865
H -3.1868 5.4944 2.1453
H -3.3719 6.9998 1.2212
H -2.8594 4.2225 0.0040
H -3.0219 5.6912 -0.9346
H -4.4221 4.3316 -2.2681
H -6.1355 4.6192 -2.1271
H -5.7288 2.2183 -2.5177
H -6.5445 2.4909 -0.9855
H -3.1291 0.3838 1.7083
H -3.4708 2.5640 -3.1229
H -1.9765 1.6773 -2.7524
H -2.1784 3.3255 -2.1934
O -0.3083 -1.9636 -2.4795
C 0.4385 -2.3594 -1.5988
N 0.5289 -3.7206 -1.2457
C 1.6743 -3.9106 -0.3785
C 1.9933 -2.4106 -0.0435
O 2.8321 -2.1076 0.8038
N 1.2665 -1.5961 -0.8149
C 2.8291 -4.5618 -1.1352
C 2.7384 -5.9167 -1.4553
C 3.7260 -6.5419 -2.1994
C 4.8319 -5.8195 -2.6291
C 4.9346 -4.4751 -2.3081
C 3.9412 -3.8476 -1.5658
C 1.3645 -4.6712 0.8955
C 2.4019 -4.9749 1.7770
C 2.1444 -5.6428 2.9631
C 0.8477 -6.0225 3.2868
C -0.1885 -5.7175 2.4177
C 0.0677 -5.0422 1.2306
H 0.3545 -4.3698 -1.9971
H 1.8853 -6.4876 -1.1028
H 3.6357 -7.5947 -2.4399
H 5.6092 -6.3039 -3.2081
H 5.7942 -3.9025 -2.6358
H 4.0393 -2.8000 -1.3095
H 3.4088 -4.6636 1.5309
H 2.9598 -5.8656 3.6415
H 0.6479 -6.5474 4.2136
H -1.2059 -5.9993 2.6628
H -0.7393 -4.7858 0.5556
*
```

## Properties
Energy above the lowest of the compared OMol25 structures with the same formula, charge and spin ... 1.928 eV
HOMO ... -0.936 eV
Molecular weight ... 1143.1 g/mol
Orbital gap ... 4.194 eV

Partial atomic charges computed with the Mulliken method, in multiples of e:
1 Cs 1.410
2 N 0.098
3 C -0.376
4 N -0.133
5 C 0.162
6 N -0.718
7 C 0.197
8 C -0.205
9 N -0.691
10 C -0.285
11 C -0.361
12 N 0.054
13 H 0.178
14 H 0.545
15 H 0.470
16 H 0.390
17 H 0.436
18 Se -0.310
19 Se -0.347
20 Te -0.500
21 Se -0.561
22 C -1.463
23 C 0.614
24 S 1.280
25 O -0.765
26 O -0.638
27 C -0.008
28 C -1.038
29 N 0.354
30 C -0.032
31 N 0.007
32 C -0.627
33 C 0.066
34 N 1.148
35 O -0.681
36 O -0.678
37 C -0.632
38 H 0.341
39 H 0.355
40 H 0.342
41 H -0.145
42 H 0.039
43 H -0.500
44 H 0.562
45 H 0.471
46 H 0.407
47 H 0.477
48 H 0.358
49 H 0.389
50 H -0.331
51 O -0.719
52 C -0.043
53 N -0.174
54 C 3.258
55 C -0.645
56 O -0.725
57 N -0.230
58 C -0.420
59 C -0.162
60 C -0.760
61 C -0.384
62 C -0.846
63 C -0.083
64 C -0.827
65 C -0.277
66 C -0.757
67 C -0.383
68 C -0.739
69 C -0.483
70 H 0.299
71 H 0.384
72 H 0.373
73 H 0.368
74 H 0.397
75 H 0.469
76 H 0.425
77 H 0.372
78 H 0.374
79 H 0.390
80 H 0.423

---

2.
The following is a quantum chemistry calculation of a 11-piece molecular cluster, C30H86N4O11 overall, from the Open Molecules 2025 dataset.

ORCA input file:
```
! RIJCOSX wB97M-V def2-TZVPD def2/J DEFGRID3
* xyz 0 1
C 1.5571 -0.5461 7.4251
O 1.5707 -1.4562 6.3528
C 0.3466 -1.3649 5.5334
C 0.6713 -1.9040 4.0253
C -0.6673 -2.1786 3.2334
N 1.4850 -3.1198 4.1201
H 1.4245 0.5123 7.1987
H 2.4663 -0.5475 8.0271
H 0.8534 -0.8491 8.2016
H -0.3585 -2.0346 6.0265
H -0.0337 -0.3433 5.5334
H 1.2172 -1.1429 3.4678
H -1.2651 -1.2672 3.2027
H -1.3199 -2.8649 3.7735
H -0.4743 -2.5434 2.2248
H 2.1921 -2.7999 4.7686
H 1.0651 -3.8426 4.6888
C -0.8052 4.6061 -5.0175
O -0.1123 3.4072 -5.2916
C -0.1860 2.5675 -4.1009
C 1.1409 2.6447 -3.3140
C 2.2630 1.8539 -3.9905
N 0.9930 2.2554 -1.9008
H -0.2787 5.3211 -4.3838
H -1.7942 4.5076 -4.5688
H -0.9087 5.1350 -5.9651
H -1.0542 2.8252 -3.4940
H -0.3125 1.5416 -4.4477
H 1.4749 3.6810 -3.2477
H 2.4679 2.1012 -5.0322
H 2.1609 0.7689 -3.9558
H 3.1992 2.1081 -3.4925
H 1.8362 2.5062 -1.4029
H 0.2637 2.8915 -1.6064
C 0.4173 1.7460 3.6486
O -0.8973 1.8422 3.9429
C -1.2370 3.1719 4.3320
C -2.8161 3.2182 4.3527
C -3.4096 3.2433 3.0113
N -3.3539 4.3935 5.0722
H 0.6351 0.8051 3.1427
H 0.9232 1.6604 4.6117
H 0.7997 2.5581 3.0294
H -0.7094 3.3952 5.2599
H -0.8627 3.8464 3.5609
H -3.1606 2.3314 4.8862
H -4.4997 3.2412 3.0122
H -3.0127 2.4419 2.3882
H -3.1452 4.2127 2.5875
H -3.1582 4.3274 6.0621
H -4.3329 4.1553 5.1582
C -1.6210 -6.0815 -5.2879
O -1.6892 -5.2319 -4.2213
C -0.9208 -3.9933 -4.2467
C 0.5892 -4.2374 -3.9982
C 0.8347 -4.8159 -2.5936
N 1.3851 -2.9818 -4.1004
H -2.1950 -5.6115 -6.0876
H -2.1077 -7.0140 -5.0032
H -0.5607 -6.1521 -5.5327
H -1.0187 -3.4818 -5.2050
H -1.1777 -3.2414 -3.5004
H 0.9836 -4.9908 -4.6804
H 0.3194 -4.2238 -1.8375
H 1.9046 -4.9120 -2.4077
H 0.4899 -5.8472 -2.6747
H 1.1869 -2.2785 -3.4021
H 2.3338 -3.2650 -3.8983
C -2.8406 3.3148 -0.6708
C -2.0748 4.6228 -0.9725
O -0.7467 4.2642 -1.0305
H -3.9202 3.4514 -0.6044
H -2.5320 2.9375 0.3039
H -2.7276 2.5743 -1.4627
H -2.1887 5.3572 -0.1744
H -2.4495 5.0814 -1.8883
H -0.2205 5.0569 -1.1615
C 4.0668 2.8185 1.9742
C 2.9803 2.6681 0.9450
O 3.4781 2.8938 -0.3122
H 4.6947 1.9296 1.9053
H 3.6483 2.8251 2.9809
H 4.7117 3.6828 1.8169
H 2.2309 3.4142 1.2105
H 2.5612 1.6612 0.9347
H 4.1122 2.2588 -0.6591
C 3.4156 -4.3848 0.8711
C 1.9241 -4.5615 0.7752
O 1.4604 -4.9725 2.0833
H 3.8431 -4.1971 -0.1142
H 3.7747 -5.3434 1.2459
H 3.7147 -3.6148 1.5821
H 1.5959 -5.3890 0.1466
H 1.3841 -3.6634 0.4731
H 1.5991 -4.3057 2.7633
C -0.6612 0.4576 0.3028
C 0.1452 -0.6054 -0.4525
O 0.0933 -0.3133 -1.7758
H -1.6143 0.6226 -0.1989
H -0.0796 1.3740 0.1990
H -0.6862 0.2715 1.3766
H -0.1799 -1.6109 -0.1835
H 1.1984 -0.6354 -0.1688
H 0.4780 0.5557 -1.9359
C -4.8359 -0.9597 2.1759
C -3.9279 -0.8097 0.9320
O -4.4936 -1.5581 -0.1289
H -5.8129 -0.5707 1.8884
H -4.4658 -0.4933 3.0889
H -5.0444 -1.9923 2.4569
H -2.8745 -1.0179 1.1224
H -3.9238 0.2496 0.6710
H -3.9882 -1.3769 -0.9261
C -2.8621 -0.8441 -4.5397
C -3.2015 -0.3715 -3.1501
O -2.5399 -1.2767 -2.2838
H -1.8701 -0.5955 -4.9173
H -3.5787 -0.4239 -5.2467
H -2.9380 -1.9125 -4.7425
H -4.2452 -0.3646 -2.8364
H -2.7823 0.6265 -3.0164
H -1.6295 -0.9676 -2.2773
C 4.1504 -0.6070 -0.6014
C 4.9482 0.0624 -1.6813
O 5.4557 1.2930 -1.1374
H 3.5559 -1.4408 -0.9749
H 3.4477 0.0209 -0.0534
H 4.8478 -0.9316 0.1713
H 4.2942 0.2182 -2.5396
H 5.8210 -0.5144 -1.9874
H 6.3095 1.4015 -1.5629
*
```

## Properties
Energy above the lowest of the compared OMol25 structures with the same formula, charge and spin ... 3.461 eV
SMILES ... COC[C@H](C)N.COC[C@H](C)N.COC[C@H](C)N.COC[C@H](C)N.CCO.CCO.CCO.CCO.CCO.CCO.CCO
HOMO ... -8.854 eV
Molecular weight ... 679.0 g/mol
Orbital gap ... 9.180 eV

Mulliken population analysis, charges in e, atoms 1 to 99:
1 C -0.794
2 O -0.374
3 C -0.563
4 C 0.806
5 C -1.156
6 N -0.653
7 H 0.247
8 H 0.312
9 H 0.322
10 H 0.425
11 H 0.201
12 H -0.252
13 H 0.167
14 H 0.565
15 H 0.157
16 H 0.261
17 H 0.294
18 C -0.713
19 O -0.440
20 C -0.120
21 C 0.529
22 C -1.597
23 N -0.100
24 H 0.261
25 H 0.274
26 H 0.335
27 H 0.102
28 H 0.040
29 H 0.527
30 H 0.466
31 H 0.173
32 H 0.311
33 H 0.153
34 H -0.159
35 C -0.240
36 O 0.040
37 C -0.850
38 C 0.702
39 C -1.167
40 N -0.805
41 H -0.622
42 H 0.300
43 H 0.447
44 H 0.356
45 H 0.260
46 H 0.285
47 H 0.424
48 H -0.165
49 H 0.414
50 H 0.276
51 H 0.298
52 C -0.630
53 O -0.359
54 C 0.122
55 C 0.218
56 C -1.250
57 N -0.746
58 H 0.252
59 H 0.220
60 H 0.280
61 H 0.443
62 H -0.440
63 H 0.225
64 H 0.198
65 H 0.519
66 H 0.361
67 H 0.244
68 H 0.311
69 C 0.269
70 C -0.589
71 O -0.385
72 H 0.553
73 H -0.425
74 H -0.350
75 H 0.424
76 H 0.279
77 H 0.186
78 C -1.451
79 C 0.646
80 O -0.697
81 H 0.320
82 H 0.362
83 H 0.323
84 H 0.437
85 H -0.364
86 H 0.265
87 C -1.132
88 C 0.907
89 O -0.665
90 H 0.350
91 H 0.341
92 H 0.270
93 H 0.227
94 H -0.545
95 H 0.451
96 C 1.104
97 C -0.383
98 O 0.814
99 H -0.504